Formula: C17H16ClF3IO3S2
Source: the OMol25 dataset
Level of theory: ωB97M-V/def2-TZVPD

ORCA input file:
```
! RIJCOSX wB97M-V def2-TZVPD def2/J DEFGRID3
* xyz -1 1
C 2.09 -1.79 -0.50
C 2.59 -0.37 -0.20
C 2.81 -0.14 1.28
C 3.82 0.03 -0.99
C 4.26 1.37 -0.97
I 3.39 3.01 0.08
C 5.42 1.74 -1.66
C 6.13 0.80 -2.40
C 5.66 -0.52 -2.47
C 4.52 -0.89 -1.77
O 1.61 0.58 -0.72
S 0.07 0.60 0.03
C -0.87 0.64 -1.48
F -2.20 0.53 -1.17
F -0.68 1.80 -2.17
F -0.54 -0.40 -2.29
H 2.90 -2.51 -0.30
H 1.24 -2.08 0.12
H 1.79 -1.89 -1.55
H 3.68 -0.71 1.64
H 2.99 0.92 1.47
H 1.94 -0.44 1.87
H 5.76 2.77 -1.60
H 7.05 1.08 -2.91
H 6.20 -1.26 -3.06
H 4.17 -1.93 -1.80
Cl -0.27 -1.28 2.41
C -1.54 -0.66 1.43
S -2.91 -0.50 2.53
C -4.33 -0.09 1.51
C -4.52 1.24 1.15
C -5.78 1.64 0.68
C -6.83 0.71 0.59
C -6.57 -0.64 0.83
C -5.32 -1.06 1.27
O -3.29 -1.81 3.01
O -2.67 0.58 3.45
H -1.80 -1.24 0.52
H -3.70 1.94 1.25
H -5.95 2.68 0.41
H -7.85 1.04 0.35
H -7.35 -1.40 0.69
H -5.13 -2.11 1.47
*
```

The calculation puts the electronic energy at -2736.94057 a.u. Its HOMO energy is -3.61 eV. For the orbital gap, the calculation gives 5.96 eV.

=====

Formula: C17H16ClN5O2
Source: the OMol25 dataset
Level of theory: ωB97M-V/def2-TZVPD

ORCA input file:
```
! RIJCOSX wB97M-V def2-TZVPD def2/J DEFGRID3
* xyz 0 1
C -1.17 -2.75 -1.23
C 0.26 -3.01 -1.03
C 0.62 -4.34 -0.50
C 0.79 -5.40 -1.61
O 1.00 -5.11 -2.79
O 0.71 -6.71 -1.23
N 0.85 -1.96 -0.11
C 1.42 -0.82 -0.54
N 2.74 -0.76 -0.79
C 3.20 0.45 -1.19
C 2.44 1.58 -1.15
C 1.17 1.55 -0.62
C 0.24 2.62 -0.89
C 0.09 3.38 -2.02
N -1.02 4.24 -1.75
N -1.55 3.99 -0.50
C -0.80 3.04 -0.04
C -1.08 2.67 1.41
C -0.18 2.76 2.43
C -0.54 2.64 3.74
C -1.81 2.39 4.13
Cl -2.07 1.79 5.75
C -2.79 2.44 3.14
C -2.44 2.54 1.78
N 0.72 0.27 -0.31
H -1.53 -2.81 -0.20
H -1.70 -3.55 -1.63
H -1.27 -1.83 -1.76
H 0.83 -2.71 -1.98
H 1.65 -4.24 0.01
H -0.06 -4.72 0.30
H 0.71 -7.29 -2.01
H 0.43 -1.74 0.72
H 4.20 0.50 -1.60
H 2.89 2.49 -1.52
H 0.59 3.46 -2.93
H -1.51 4.74 -2.53
H 0.90 2.93 2.09
H 0.14 2.69 4.47
H -3.88 2.26 3.43
H -3.19 2.32 1.03
*
```

The calculation puts the electronic energy at -1541.80331 a.u. Its HOMO energy is -8.85 eV. Its SMILES is C[C@H](CC(=O)O)Nc1nccc(-c2c[nH]nc2-c2ccc(Cl)cc2)n1. For the orbital gap, the calculation gives 9.03 eV.

=====

Formula: C17H16FN5O
Source: the OMol25 dataset
Level of theory: ωB97M-V/def2-TZVPD

ORCA input file:
```
! RIJCOSX wB97M-V def2-TZVPD def2/J DEFGRID3
* xyz 0 1
O -0.88 -1.22 2.14
C -1.49 -1.03 1.13
N -1.06 -1.72 -0.05
C -1.02 -1.11 -1.40
C 0.17 -0.30 -1.48
N 1.36 -1.17 -1.21
C 2.59 -0.65 -1.73
C 3.59 -0.22 -0.79
C 4.81 0.36 -1.23
C 5.09 0.36 -2.56
C 4.15 -0.07 -3.54
C 2.95 -0.62 -3.14
F 2.05 -1.09 -3.99
C 1.35 -2.19 -0.10
C -0.11 -2.82 0.13
N -2.48 -0.01 1.14
N -3.60 -0.01 0.27
N -4.51 0.89 0.55
C -3.95 1.60 1.61
C -4.53 2.66 2.27
C -3.86 3.21 3.38
C -2.65 2.68 3.74
C -2.08 1.59 3.09
C -2.67 1.16 1.95
H -1.14 -1.78 -2.21
H -1.80 -0.36 -1.61
H 0.27 0.16 -2.47
H 0.15 0.60 -0.74
H 3.21 -0.08 0.21
H 5.52 0.80 -0.60
H 6.02 0.68 -2.92
H 4.50 -0.09 -4.60
H 2.04 -3.01 -0.30
H 1.65 -1.69 0.80
H -0.26 -3.35 1.06
H -0.32 -3.48 -0.68
H -5.42 3.06 1.91
H -4.31 4.11 3.87
H -2.20 2.99 4.64
H -1.13 1.17 3.47
*
```

The calculation puts the electronic energy at -1106.20273 a.u. Its HOMO energy is -8.16 eV. Its SMILES is O=C(N1CCN(c2ccccc2F)CC1)n1nnc2ccccc21. For the orbital gap, the calculation gives 8.26 eV.

=====

Formula: C17H16N4S2
Source: the OMol25 dataset
Level of theory: ωB97M-V/def2-TZVPD

ORCA input file:
```
! RIJCOSX wB97M-V def2-TZVPD def2/J DEFGRID3
* xyz 0 1
C -1.04 -2.68 -0.61
N -1.17 -1.58 0.38
C -0.59 -1.42 1.64
S 0.19 -2.69 2.38
N -0.80 -0.18 2.16
C -0.34 0.30 3.44
C 1.12 0.74 3.34
S 1.29 2.09 2.12
C 1.73 1.11 0.70
N 2.76 0.43 0.31
C 2.63 0.04 -1.03
C 3.47 -0.62 -1.96
C 3.11 -0.95 -3.26
C 1.93 -0.48 -3.70
C 1.06 0.13 -2.85
C 1.46 0.57 -1.54
N 0.95 1.25 -0.45
C -1.54 0.38 1.16
C -2.18 1.62 1.27
C -3.21 1.91 0.40
C -3.25 1.33 -0.88
C -2.41 0.20 -1.01
C -1.67 -0.35 0.01
H -1.02 -3.71 -0.12
H -0.16 -2.47 -1.22
H -1.92 -2.83 -1.26
H -0.53 -0.45 4.17
H -0.97 1.14 3.84
H 1.58 1.02 4.33
H 1.70 -0.11 2.96
H 4.39 -0.83 -1.52
H 3.77 -1.55 -3.89
H 1.74 -0.59 -4.73
H 0.08 0.52 -3.19
H 0.20 1.95 -0.60
H -2.24 2.24 2.23
H -3.80 2.85 0.63
H -3.87 1.84 -1.67
H -2.50 -0.19 -2.00
*
```

The calculation puts the electronic energy at -1672.76082 a.u. Its HOMO energy is -7.67 eV. Its SMILES is Cn1c(=S)n(CCSc2nc3ccccc3[nH]2)c2ccccc21. For the orbital gap, the calculation gives 8.09 eV.

=====

Repeat the second record exactly.
Formula: C17H16ClN5O2
Source: the OMol25 dataset
Level of theory: ωB97M-V/def2-TZVPD

ORCA input file:
```
! RIJCOSX wB97M-V def2-TZVPD def2/J DEFGRID3
* xyz 0 1
C -1.17 -2.75 -1.23
C 0.26 -3.01 -1.03
C 0.62 -4.34 -0.50
C 0.79 -5.40 -1.61
O 1.00 -5.11 -2.79
O 0.71 -6.71 -1.23
N 0.85 -1.96 -0.11
C 1.42 -0.82 -0.54
N 2.74 -0.76 -0.79
C 3.20 0.45 -1.19
C 2.44 1.58 -1.15
C 1.17 1.55 -0.62
C 0.24 2.62 -0.89
C 0.09 3.38 -2.02
N -1.02 4.24 -1.75
N -1.55 3.99 -0.50
C -0.80 3.04 -0.04
C -1.08 2.67 1.41
C -0.18 2.76 2.43
C -0.54 2.64 3.74
C -1.81 2.39 4.13
Cl -2.07 1.79 5.75
C -2.79 2.44 3.14
C -2.44 2.54 1.78
N 0.72 0.27 -0.31
H -1.53 -2.81 -0.20
H -1.70 -3.55 -1.63
H -1.27 -1.83 -1.76
H 0.83 -2.71 -1.98
H 1.65 -4.24 0.01
H -0.06 -4.72 0.30
H 0.71 -7.29 -2.01
H 0.43 -1.74 0.72
H 4.20 0.50 -1.60
H 2.89 2.49 -1.52
H 0.59 3.46 -2.93
H -1.51 4.74 -2.53
H 0.90 2.93 2.09
H 0.14 2.69 4.47
H -3.88 2.26 3.43
H -3.19 2.32 1.03
*
```

The calculation puts the electronic energy at -1541.80331 a.u. Its HOMO energy is -8.85 eV. Its SMILES is C[C@H](CC(=O)O)Nc1nccc(-c2c[nH]nc2-c2ccc(Cl)cc2)n1. For the orbital gap, the calculation gives 9.03 eV.